Record 1
Density functional theory data (ωB97M-V with the def2-TZVPD basis set) for a molecular structure, C21H19F5N4ORuSTe2 at a distorted geometry.

The calculation puts the HOMO-LUMO gap (alpha / beta) at 6.7354 / 5.3037 eV. The LUMO energy (alpha / beta) is -4.7 / -6.2 eV. As for the charge: +1. The calculation puts the HOMO energy (alpha / beta) at -0.4192 / -0.4214 Eh. For the total energy, the calculation gives -71674.6037 eV. As for the spin multiplicity: 6.

Geometry (Å):
Ru  0.461  -0.358  -2.338
N  3.635  2.302  -1.242
C  2.511  1.719  -1.633
S  2.635  0.405  -2.831
N  1.339  2.133  -1.247
N  0.270  1.469  -1.672
C  -0.953  1.971  -1.545
C  -1.230  3.302  -1.015
C  -2.271  3.495  -0.098
C  -2.530  4.756  0.405
C  -1.770  5.842  -0.006
C  -0.741  5.660  -0.919
C  -0.463  4.400  -1.415
C  -1.991  1.052  -1.966
C  -3.361  1.323  -2.056
C  -4.220  0.313  -2.451
C  -3.711  -0.942  -2.773
C  -2.341  -1.135  -2.715
N  -1.523  -0.168  -2.326
H  4.520  1.922  -1.538
H  3.616  3.054  -0.570
H  -2.840  2.648  0.257
H  -3.324  4.894  1.123
H  -1.975  6.825  0.388
H  -0.153  6.504  -1.241
H  0.324  4.267  -2.140
H  -3.728  2.313  -1.840
H  -5.282  0.498  -2.513
H  -4.358  -1.748  -3.082
H  -1.877  -2.083  -2.977
C  0.490  -0.803  2.873
Te  0.745  -1.153  0.684
C  0.717  -3.191  1.351
C  0.889  -3.247  2.830
C  1.150  -4.456  3.462
C  1.313  -4.494  4.835
C  1.229  -3.325  5.583
C  0.997  -2.116  4.959
C  0.810  -2.065  3.580
H  -0.581  -0.593  2.958
H  1.021  0.050  3.287
H  1.506  -3.729  0.814
H  -0.241  -3.622  1.032
H  1.233  -5.359  2.879
H  1.512  -5.432  5.328
H  1.342  -3.358  6.656
H  0.919  -1.207  5.535
F  4.495  -2.714  -2.370
Te  2.417  -2.460  -2.266
F  0.768  -1.759  -3.889
F  2.005  -4.087  -3.268
F  2.779  -3.820  -0.951
F  3.072  -1.348  -0.517
O  0.740  -2.346  -1.404

***

Record 2
Density functional theory data (ωB97M-V with the def2-TZVPD basis set) for 8 unconnected molecules or ions with the total composition C19H57N5O11 at a distorted geometry.

The SMILES is COCCNCCOC.COCCNCCOC.COCCNCCOC.NC(N)=O.O.O.O.O. The calculation puts the HOMO-LUMO gap at 8.8470 eV. The LUMO energy is 0.1 eV. The calculation puts the HOMO energy at -0.3203 Eh. For the total energy, the calculation gives -50594.6072 eV.

Geometry (Å):
C  6.706  3.699  -0.391
O  7.395  4.174  0.459
N  5.434  3.559  -0.291
N  7.201  3.217  -1.507
H  4.927  3.860  0.528
H  4.957  2.956  -0.946
H  6.598  2.959  -2.275
H  8.182  2.976  -1.473
C  5.216  5.566  -5.496
O  4.560  4.442  -4.840
C  3.238  4.095  -5.239
C  2.248  5.225  -4.889
N  2.196  5.336  -3.426
C  1.106  6.165  -2.895
C  1.079  6.436  -1.417
O  1.959  7.490  -1.089
C  1.937  7.878  0.293
H  5.369  5.270  -6.534
H  6.217  5.681  -5.080
H  4.550  6.418  -5.354
H  2.835  3.249  -4.682
H  3.124  3.765  -6.272
H  1.326  4.741  -5.210
H  2.396  6.215  -5.321
H  3.077  5.598  -3.008
H  0.223  5.591  -3.174
H  1.095  7.146  -3.370
H  1.225  5.524  -0.839
H  0.081  6.852  -1.276
H  0.958  8.234  0.614
H  2.676  8.642  0.534
H  2.150  6.994  0.894
C  -3.497  3.709  7.645
O  -2.720  2.748  6.903
C  -1.501  2.536  7.551
C  -0.384  1.952  6.680
N  -0.044  2.854  5.619
C  1.318  2.725  5.192
C  1.697  1.436  4.414
O  3.041  1.217  4.368
C  3.416  0.052  3.632
H  -3.390  3.586  8.723
H  -4.504  3.434  7.332
H  -3.235  4.726  7.354
H  -1.846  1.887  8.356
H  -1.100  3.413  8.060
H  -0.810  1.066  6.209
H  0.507  1.743  7.271
H  -0.247  3.822  5.825
H  2.061  2.884  5.974
H  1.569  3.485  4.453
H  1.313  1.527  3.398
H  1.166  0.611  4.889
H  4.440  -0.246  3.856
H  3.376  0.278  2.567
H  2.864  -0.821  3.979
C  -3.579  -6.240  -1.884
O  -4.068  -6.973  -3.016
C  -3.769  -8.433  -2.915
C  -4.382  -9.016  -1.582
N  -5.733  -8.622  -1.376
C  -6.204  -8.948  -0.015
C  -7.475  -8.199  0.446
O  -7.885  -8.723  1.756
C  -8.748  -7.936  2.558
H  -3.742  -6.688  -0.903
H  -4.000  -5.240  -1.772
H  -2.506  -6.110  -2.027
H  -2.716  -8.692  -2.804
H  -4.142  -8.899  -3.826
H  -3.726  -8.736  -0.758
H  -4.346  -10.093  -1.742
H  -5.802  -7.619  -1.470
H  -5.418  -8.740  0.711
H  -6.463  -10.007  -0.018
H  -8.274  -8.201  -0.295
H  -7.338  -7.118  0.492
H  -9.163  -8.636  3.283
H  -9.497  -7.403  1.972
H  -8.131  -7.168  3.025
O  2.203  -2.458  -6.979
H  1.515  -3.091  -7.184
H  3.019  -2.915  -7.186
O  2.143  -2.116  -2.719
H  2.130  -1.911  -3.654
H  1.863  -1.306  -2.292
O  0.324  1.404  -1.805
H  -0.528  1.307  -2.231
H  0.691  2.203  -2.183
O  3.031  -6.473  -3.106
H  2.340  -7.126  -2.994
H  2.644  -5.657  -2.786

***

Record 3
Density functional theory data (ωB97M-V with the def2-TZVPD basis set) for a molecular structure, C13H26CuOP2Se at a distorted geometry.

The calculation puts the HOMO-LUMO gap (alpha / beta) at 4.6057 / 4.6199 eV. The LUMO energy (alpha / beta) is -0.9 / -0.9 eV. The calculation puts the HOMO energy (alpha / beta) at -0.2035 / -0.2040 Eh. For the total energy, the calculation gives -144508.8884 eV. As for the spin multiplicity: 2.

Geometry (Å):
Cu  1.011  0.065  -2.004
H  -3.767  -0.421  -0.604
H  -3.782  0.328  -0.595
P  0.094  -1.957  -2.050
P  0.148  2.039  -1.998
C  1.380  3.062  -1.140
H  1.161  4.103  -1.394
H  1.271  2.898  -0.064
H  2.393  2.794  -1.444
C  0.083  2.787  -3.643
H  -0.801  2.455  -4.193
H  0.047  3.870  -3.499
H  0.967  2.517  -4.224
C  -1.303  2.796  -1.187
H  -1.269  2.633  -0.102
H  -1.249  3.875  -1.395
H  -2.251  2.404  -1.572
C  0.254  -2.734  -3.669
H  0.174  -3.816  -3.517
H  -0.540  -2.396  -4.336
H  1.218  -2.503  -4.126
C  1.246  -2.982  -1.052
H  1.031  -2.842  0.013
H  1.059  -4.030  -1.319
H  2.298  -2.750  -1.237
C  -1.396  -2.751  -1.369
H  -2.305  -2.360  -1.833
H  -1.304  -3.822  -1.591
H  -1.449  -2.610  -0.283
C  2.485  0.009  -1.048
O  3.296  0.040  -0.231
H  -0.584  -0.388  -2.197
Se  -0.036  -0.054  1.679
C  0.070  -0.085  3.519
C  -1.002  0.532  4.245
C  -1.031  0.569  5.635
C  0.007  0.003  6.405
C  1.076  -0.611  5.726
C  1.120  -0.654  4.315
H  -1.782  1.036  3.659
H  -1.878  1.058  6.115
H  -0.051  0.010  7.492
H  1.895  -1.051  6.314
H  1.999  -1.065  3.798

***

Record 4
Density functional theory data (ωB97M-V with the def2-TZVPD basis set) for a single CH4N2S2 molecule at a distorted geometry.

The SMILES is S=CNNS. The calculation puts the HOMO-LUMO gap at 9.0295 eV. The LUMO energy is 0.4 eV. The calculation puts the HOMO energy at -0.3169 Eh. For the total energy, the calculation gives -25750.2346 eV.

Geometry (Å):
C  -1.386  0.159  0.298
N  -0.362  0.359  -0.586
N  0.988  0.530  -0.074
S  -2.983  -0.272  0.002
S  1.941  -0.825  -0.254
H  -1.103  0.101  1.278
H  -0.542  0.007  -1.496
H  1.543  1.315  -0.278
H  1.905  -1.374  1.110

***

Record 5
Density functional theory data (ωB97M-V with the def2-TZVPD basis set) for 17 unconnected molecules or ions with the total composition C33H39Cl48N4OS2 at a distorted geometry.

The calculation puts the HOMO-LUMO gap at 8.2942 eV. The LUMO energy is -3.0 eV. As for the charge: +1. The calculation puts the HOMO energy at -0.4156 Eh. For the total energy, the calculation gives -665597.7147 eV.

Geometry (Å):
C  7.675  -3.662  0.905
C  7.330  -2.819  0.131
C  6.725  -1.761  -0.673
C  5.590  -1.173  0.139
C  5.845  -0.867  1.436
C  4.887  -0.387  2.236
S  5.325  -0.051  3.908
C  3.652  -0.207  1.721
N  2.593  0.230  2.436
N  3.454  -0.477  0.461
C  4.377  -0.951  -0.343
C  4.098  -1.265  -1.779
C  3.002  -0.424  -2.437
C  1.552  -0.825  -2.067
C  1.428  -2.143  -1.338
C  -0.017  -2.529  -1.032
C  -0.608  -1.603  0.053
C  -0.433  -2.143  1.452
S  -1.249  -1.100  2.716
C  -1.378  0.493  1.975
N  -0.521  1.150  1.363
N  -1.125  2.355  0.990
C  -2.278  2.281  1.414
O  -2.534  1.149  2.032
H  8.149  -4.358  1.531
H  6.288  -2.279  -1.515
H  7.474  -1.039  -0.970
H  6.820  -1.005  1.864
H  4.199  -0.212  4.622
H  2.198  1.103  2.114
H  2.757  0.224  3.424
H  2.511  -0.323  0.120
H  5.015  -1.016  -2.298
H  3.975  -2.329  -1.920
H  3.124  0.611  -2.130
H  3.124  -0.449  -3.513
H  1.156  -0.041  -1.416
H  0.940  -0.802  -2.955
H  1.824  -2.910  -1.998
H  2.047  -2.181  -0.442
H  -0.590  -2.420  -1.944
H  -0.011  -3.556  -0.682
H  -1.656  -1.469  -0.194
H  -0.128  -0.640  -0.034
H  -0.837  -3.146  1.499
H  0.626  -2.190  1.684
H  -3.033  3.028  1.332
C  4.378  -5.089  -3.764
Cl  2.896  -5.271  -2.828
Cl  4.621  -3.405  -4.253
Cl  5.766  -5.662  -2.843
H  4.288  -5.690  -4.658
C  -0.824  -1.315  -5.585
Cl  -1.155  0.390  -5.278
Cl  0.858  -1.701  -5.204
Cl  -1.905  -2.338  -4.649
H  -0.989  -1.509  -6.631
C  5.174  6.301  2.667
Cl  5.476  6.277  0.926
Cl  5.511  7.890  3.340
Cl  3.505  5.827  3.012
H  5.832  5.585  3.133
C  9.932  -5.273  -2.328
Cl  10.898  -6.014  -1.053
Cl  8.768  -4.133  -1.622
Cl  10.970  -4.475  -3.513
H  9.382  -6.055  -2.834
C  -2.233  1.719  5.774
Cl  -2.540  0.261  4.820
Cl  -3.162  1.721  7.273
Cl  -0.507  1.879  6.121
H  -2.539  2.576  5.190
C  -0.783  -4.857  -7.696
Cl  -2.177  -4.837  -6.613
Cl  -0.510  -3.286  -8.457
Cl  0.665  -5.386  -6.836
H  -0.986  -5.568  -8.486
C  -2.381  5.642  4.268
Cl  -1.506  4.472  3.265
Cl  -3.668  4.809  5.142
Cl  -1.302  6.479  5.383
H  -2.828  6.387  3.623
C  -5.754  -2.164  5.551
Cl  -5.338  -2.233  3.832
Cl  -5.091  -0.708  6.287
Cl  -7.503  -2.238  5.770
H  -5.314  -3.022  6.040
C  -5.054  -3.106  -2.592
Cl  -4.372  -4.217  -3.784
Cl  -6.473  -3.815  -1.827
Cl  -3.843  -2.669  -1.378
H  -5.364  -2.199  -3.107
C  -7.449  3.667  6.032
Cl  -8.858  3.397  7.050
Cl  -7.579  5.205  5.176
Cl  -5.966  3.614  6.993
H  -7.403  2.874  5.298
C  0.672  9.538  3.995
Cl  1.253  10.023  5.588
Cl  0.511  10.941  2.937
Cl  1.748  8.334  3.280
H  -0.305  9.090  4.114
C  -5.552  1.113  -4.696
Cl  -5.172  -0.080  -3.441
Cl  -4.251  2.289  -4.856
Cl  -5.857  0.302  -6.231
H  -6.448  1.640  -4.400
C  -6.991  -0.876  10.029
Cl  -6.379  -2.301  9.181
Cl  -6.696  0.589  9.087
Cl  -8.709  -1.052  10.377
H  -6.461  -0.788  10.967
C  -5.309  -7.482  -7.819
Cl  -4.318  -8.016  -6.461
Cl  -6.399  -6.188  -7.324
Cl  -4.291  -6.958  -9.166
H  -5.905  -8.320  -8.154
C  5.569  12.194  3.609
Cl  6.248  13.473  4.612
Cl  6.703  10.847  3.460
Cl  4.029  11.635  4.263
H  5.392  12.596  2.621
C  -6.236  -1.376  -10.356
Cl  -6.274  0.151  -11.234
Cl  -6.293  -1.092  -8.611
Cl  -7.562  -2.420  -10.860
H  -5.305  -1.876  -10.585

***

Record 6
Density functional theory data (ωB97M-V with the def2-TZVPD basis set) for a single C7H10BrN molecule at a distorted geometry.

The SMILES is CC(C)=C(C)N=C=CBr. The calculation puts the HOMO-LUMO gap at 8.6046 eV. The LUMO energy is 0.1 eV. The calculation puts the HOMO energy at -0.3142 Eh. For the total energy, the calculation gives -78949.7403 eV.

Geometry (Å):
C  -1.686  -1.275  -0.798
C  0.641  0.160  -0.218
C  -0.457  -0.113  0.525
C  1.828  0.780  0.325
C  0.561  -0.118  -1.713
C  -0.674  0.157  2.132
C  -1.724  -1.965  -1.908
N  -1.682  -0.431  0.057
Br  -2.552  -3.741  -1.994
H  2.745  0.256  0.443
H  2.039  1.462  -0.558
H  1.499  1.411  1.212
H  1.030  0.631  -2.385
H  -0.555  -0.145  -1.942
H  1.094  -1.098  -2.054
H  -0.003  0.954  2.594
H  -0.384  -0.857  2.627
H  -1.703  0.402  2.211
H  -1.506  -1.851  -2.893

***

Record 7
Density functional theory data (ωB97M-V with the def2-TZVPD basis set) for 2 unconnected molecules or ions with the total composition C6H9NO at a distorted geometry.

The SMILES is C=C=C=N.CC(C)=O. The calculation puts the HOMO-LUMO gap (alpha / beta) at 7.7712 / 7.7721 eV. The LUMO energy (alpha / beta) is -0.8 / -0.8 eV. The calculation puts the HOMO energy (alpha / beta) at -0.3143 / -0.3143 Eh. For the total energy, the calculation gives -9900.4615 eV.

Geometry (Å):
C  -0.836  1.269  -1.132
C  -0.458  0.688  1.522
C  0.138  1.299  0.034
C  0.925  -1.020  -0.375
C  -0.204  -1.695  -0.251
C  2.221  -1.311  -0.357
N  -1.383  -1.910  -0.414
O  0.729  2.364  0.192
H  -1.996  -2.554  0.067
H  -1.635  0.545  -0.992
H  -1.292  2.239  -1.315
H  -0.225  1.104  -2.022
H  -0.546  1.573  2.146
H  0.398  0.180  1.964
H  -1.370  0.102  1.438
H  2.949  -0.543  -0.137
H  2.583  -2.331  -0.368

***

Record 8
Density functional theory data (ωB97M-V with the def2-TZVPD basis set) for a molecular structure, C9H19N3O3 at a distorted geometry.

The calculation puts the HOMO-LUMO gap at 8.9663 eV. The LUMO energy is -0.1 eV. The calculation puts the HOMO energy at -0.3333 Eh. For the total energy, the calculation gives -20242.0036 eV.

Geometry (Å):
C  -0.061  0.070  0.342
C  1.385  -0.534  0.510
C  -0.652  0.285  -1.272
C  -2.053  0.589  -1.595
C  -2.690  1.818  -1.103
C  -4.159  1.799  -1.518
C  3.151  -1.041  1.957
C  4.365  -0.855  0.949
C  3.114  -2.468  2.269
H  -1.502  1.936  0.374
H  0.934  1.624  0.741
H  -0.789  -0.554  0.884
H  0.175  1.060  -1.598
H  -0.323  -0.495  -1.872
H  -1.892  0.676  -2.768
H  -2.604  -0.305  -1.353
H  -2.263  2.895  -1.360
H  -2.578  2.056  0.079
H  -4.679  2.719  -1.184
H  -3.966  2.098  -2.714
H  -4.326  -0.451  -0.852
H  -4.621  0.047  -2.786
H  1.157  0.043  2.547
H  3.623  -0.724  3.012
H  2.064  -2.802  2.716
H  3.204  -3.186  1.466
H  4.017  -2.694  2.758
H  3.245  -1.454  -0.584
N  -0.240  1.208  1.216
N  -4.769  0.534  -1.626
N  1.813  -0.393  1.732
O  1.941  -1.223  -0.407
O  5.615  -0.767  1.379
O  4.365  -1.513  -0.339

***

Record 9
Density functional theory data (ωB97M-V with the def2-TZVPD basis set) for a molecular structure, B2H26NiO9 at a distorted geometry.

The calculation puts the HOMO-LUMO gap at 4.9249 eV. The LUMO energy is -5.5 eV. The calculation puts the HOMO energy at -0.3835 Eh. For the total energy, the calculation gives -61233.0480 eV.

Geometry (Å):
Ni  0.868  -11.593  -5.555
B  -0.651  -9.008  -5.707
H  0.419  -8.897  -5.791
H  -1.016  -8.032  -5.425
H  -1.124  -9.147  -6.667
H  -0.904  -9.785  -5.004
B  3.116  -11.000  -3.730
H  2.098  -10.874  -3.397
H  3.107  -10.718  -4.771
H  3.783  -10.406  -3.125
H  3.410  -12.029  -3.590
O  2.080  -11.045  -8.173
H  1.954  -10.506  -8.955
H  2.875  -11.546  -8.353
O  4.619  -13.345  -0.411
H  4.278  -12.988  -1.231
H  3.925  -13.924  -0.094
O  2.570  -14.052  -6.024
H  3.001  -14.295  -5.205
H  2.736  -14.790  -6.611
O  6.168  -6.363  -4.940
H  6.308  -7.127  -4.380
H  7.020  -5.928  -4.971
O  -1.352  -9.053  -1.969
H  -0.475  -8.938  -1.603
H  -1.259  -8.820  -2.892
O  -0.205  -13.315  -3.445
H  -0.587  -14.192  -3.459
H  0.143  -13.218  -2.559
O  7.415  -8.353  -1.843
H  7.579  -7.421  -1.984
H  6.882  -8.385  -1.049
O  7.623  -10.516  -4.571
H  6.694  -10.750  -4.590
H  7.727  -10.014  -3.763
O  2.225  -8.820  -0.938
H  2.578  -9.188  -0.128
H  2.766  -9.199  -1.630